Entry 1:
C41H27IIrN4PS | ωB97M-V/def2-TZVPD

Last column: Mulliken charge in e.
CARTESIAN COORDINATES (ANGSTROEM)
Ir  0.354167  0.091362  0.025279  -0.07
I  0.417806  1.401507  2.599203  0.26
C  1.797869  0.317975  3.703609  0.14
C  1.425175  0.081330  4.994397  -0.79
C  2.352068  -0.435993  5.922837  -0.80
C  3.637799  -0.631950  5.532046  -0.97
C  4.036639  -0.407383  4.189845  0.93
C  5.395135  -0.582850  3.840420  -0.76
C  5.818756  -0.376258  2.565772  -1.30
C  4.873381  -0.074903  1.570722  -0.27
C  3.537115  0.088294  1.848140  1.26
P  2.575889  0.251889  0.279230  1.30
C  3.351666  -1.062106  -0.699042  0.08
C  4.148622  -0.828995  -1.811903  0.30
C  4.706559  -1.903388  -2.494918  -0.80
C  4.464696  -3.201662  -2.073648  -0.54
C  3.658638  -3.435985  -0.963678  -0.90
C  3.102639  -2.370587  -0.278673  -0.85
C  3.111097  1.839826  -0.401207  0.48
C  3.749973  2.800355  0.377443  -1.15
C  4.105314  4.020962  -0.182339  -0.75
C  3.826873  4.285095  -1.514397  -0.82
C  3.163487  3.339618  -2.287905  -0.79
C  2.791494  2.129756  -1.729340  0.03
C  3.092470  0.008289  3.206259  0.22
H  0.422674  0.322816  5.319973  0.45
H  2.042319  -0.622331  6.941990  0.39
H  4.388307  -0.958536  6.240973  0.39
H  6.092287  -0.878339  4.615254  0.39
H  6.861831  -0.479285  2.299426  0.44
H  5.219080  0.010869  0.548924  0.48
H  4.336779  0.180154  -2.154331  0.42
H  5.327947  -1.719750  -3.362055  0.47
H  4.902660  -4.034013  -2.609203  0.43
H  3.458381  -4.447721  -0.637020  0.46
H  2.461578  -2.553001  0.575100  0.48
H  3.970363  2.607231  1.419187  0.44
H  4.598264  4.764316  0.430338  0.44
H  4.113881  5.234153  -1.948413  0.42
H  2.918614  3.544080  -3.322159  0.53
H  2.233285  1.415316  -2.322873  0.34
S  -0.528096  -4.440571  0.441126  -0.43
C  -0.137061  -2.890299  0.597461  0.60
N  0.159421  -1.762159  0.762035  -0.52
N  0.048596  1.979673  -0.651902  0.26
C  -0.445680  3.029819  -0.673765  0.89
C  -1.034138  4.276392  -0.630332  -0.37
C  -1.374412  4.755329  0.664064  -0.12
N  -1.638534  5.076117  1.741059  -0.50
C  -1.294351  5.012129  -1.816624  -0.03
N  -1.492092  5.604647  -2.785724  -0.50
C  1.394732  1.125757  -6.480539  -0.47
C  0.400652  1.528899  -5.593749  -0.95
C  0.242442  0.883760  -4.379898  0.11
C  1.083629  -0.177605  -4.013547  0.62
C  2.081425  -0.568275  -4.915279  -0.44
C  2.229047  0.069717  -6.136870  -0.77
C  0.948668  -0.853783  -2.727506  -1.29
C  -0.057797  -0.635063  -1.814862  0.25
C  -1.486693  -0.769847  -2.033198  1.47
C  -1.999174  -1.314059  -3.217674  -0.01
C  -3.363274  -1.434611  -3.401050  -0.93
C  -4.249177  -1.029899  -2.405858  -0.47
C  -3.758872  -0.505366  -1.219145  -1.20
C  -2.393273  -0.378459  -1.038740  -0.20
H  1.517299  1.632150  -7.429143  0.41
H  -0.248753  2.357235  -5.848355  0.43
H  -0.528265  1.208192  -3.690072  0.44
H  2.735759  -1.390373  -4.646382  0.44
H  3.001274  -0.252321  -6.824535  0.41
H  1.712865  -1.582103  -2.470108  0.50
H  -1.308507  -1.637070  -3.986089  0.50
H  -3.744546  -1.850099  -4.324985  0.41
H  -5.316233  -1.129901  -2.554118  0.41
H  -4.440462  -0.190735  -0.439723  0.40
H  -2.017053  0.034041  -0.097678  0.24

Forces on atoms 1 to 6 (eV/Å):
-0.6 -0.9 1.4
-0.2 0.1 -0.4
-0.1 -0.1 0.0
0.1 -0.1 0.2
-0.1 0.1 0.0
0.1 0.0 -0.1

Energy relative to the best compared isomer or geometry (same formula, charge and spin): 33.1 kcal per mole
HOMO-LUMO gap (alpha / beta): 5.640 / 5.640 eV
HOMO energy (alpha / beta): -7.04 / -7.04 eV
Energy: -2939.112438 hartree
Strongest force on any atom: 1.80 eV/Å

Entry 2:
C41H28BaCl2IN7O4S | ωB97M-V/def2-TZVPD

Last column: Mulliken charge in e.
CARTESIAN COORDINATES (ANGSTROEM)
Ba  0.672884  0.121926  1.224870  1.92
Cl  0.458332  -1.209760  8.489318  -0.27
C  1.005206  -1.221042  6.821501  0.08
C  0.464953  -0.296900  5.942243  -0.73
C  0.835171  -0.245108  4.592584  -0.93
N  0.224533  0.604742  3.631125  0.36
C  -0.599195  1.606336  3.964815  -0.03
O  -0.905251  2.072034  5.075206  -0.83
C  -1.299164  2.262659  2.754281  0.34
C  -2.522810  2.893217  2.952321  -0.49
C  -3.145190  3.486995  1.868341  -0.53
C  -2.527153  3.465149  0.621387  -0.69
C  -1.307601  2.828002  0.516421  -0.55
N  -0.713010  2.222326  1.550828  0.07
C  1.812681  -1.181293  4.123046  0.27
C  2.351125  -2.087096  5.042108  -0.38
C  1.953213  -2.120060  6.368506  0.01
Cl  2.680343  -3.306867  7.432543  -0.27
N  2.105657  -1.246181  2.733559  0.07
C  3.292294  -1.703984  2.307239  -0.09
O  4.334568  -1.894318  2.950704  -0.78
C  3.329995  -2.081063  0.813150  0.66
C  4.568467  -2.266151  0.212371  -0.52
C  4.619396  -2.703284  -1.097824  -0.42
C  3.431104  -2.977610  -1.761622  -0.62
C  2.241616  -2.770901  -1.089871  -0.15
N  2.176602  -2.316352  0.170289  -0.09
H  -0.261685  0.414053  6.301597  0.64
H  -2.941838  2.900475  3.947759  0.53
H  -4.111939  3.963063  1.988543  0.37
H  -2.981091  3.922184  -0.249195  0.39
H  -0.761969  2.798666  -0.424666  0.59
H  3.099324  -2.787792  4.703865  0.52
H  5.452628  -2.068585  0.803217  0.44
H  5.573379  -2.831129  -1.598600  0.39
H  3.418200  -3.322000  -2.789105  0.39
H  1.291251  -2.951930  -1.590614  0.37
C  -4.914361  0.547209  0.983493  -0.83
C  -4.582361  -0.300099  -0.206582  0.63
N  -5.553749  -0.683929  -1.002684  -0.72
C  -5.259499  -1.489484  -2.055349  -0.91
C  -3.990238  -1.919584  -2.350715  1.08
C  -3.873211  -2.921038  -3.473278  -0.91
O  -4.171791  -2.385412  -4.769512  -0.55
C  -2.922114  -1.492034  -1.525449  -0.28
C  -1.498191  -1.879419  -1.645406  -0.34
N  -0.734940  -2.053524  -2.655842  -0.22
C  -1.031036  -1.723870  -3.987218  -0.15
C  -0.842598  -2.711036  -4.968557  -0.13
C  -1.025646  -2.452627  -6.313803  -0.56
C  -1.381371  -1.175966  -6.740845  -0.55
C  -1.536958  -0.173754  -5.796677  -0.58
C  -1.364999  -0.438608  -4.434830  0.00
I  -1.527787  1.147658  -3.114589  0.34
C  -3.188002  -0.658662  -0.408716  -0.23
O  -2.287886  -0.232697  0.385848  -0.45
H  -5.974884  0.441292  1.212546  0.43
H  -4.699063  1.598614  0.782926  -0.02
H  -4.299556  0.273490  1.842764  0.24
H  -6.095959  -1.826985  -2.661236  0.40
H  -4.623178  -3.694656  -3.321642  0.50
H  -2.897834  -3.408465  -3.461297  0.29
H  -3.667798  -1.568307  -4.865199  0.38
H  -1.012121  -2.046022  -0.680689  0.69
H  -0.552572  -3.699014  -4.626010  0.41
H  -0.884318  -3.250080  -7.035874  0.37
H  -1.522580  -0.958368  -7.794118  0.36
H  -1.797775  0.830657  -6.106602  0.36
S  3.871348  2.580698  -2.238790  -0.43
C  3.223543  1.211621  -3.028049  -0.56
C  2.361761  0.529550  -2.220228  -0.59
C  2.166683  1.078935  -0.889248  -0.25
C  2.935167  2.203715  -0.782857  0.59
C  3.049244  3.087555  0.402965  -0.02
C  3.736999  4.308074  0.384137  -1.03
C  3.800075  5.077766  1.529433  -0.29
C  3.177606  4.637973  2.689594  -1.04
C  2.514759  3.425264  2.633156  -0.26
N  2.446588  2.667125  1.534996  0.37
H  3.511361  0.984186  -4.047839  0.44
H  1.851597  -0.363783  -2.581423  0.47
H  4.213674  4.641902  -0.529606  0.31
H  4.330530  6.023648  1.516345  0.37
H  3.201881  5.209490  3.608122  0.41
H  2.006508  3.028588  3.512226  0.41

Forces on atoms 1 to 6 (eV/Å):
-0.4 -1.2 -2.7
0.1 0.0 -0.2
0.0 0.0 0.0
0.0 0.2 -0.1
-0.2 0.1 -0.3
0.0 0.3 1.6

Energy relative to the best compared isomer or geometry (same formula, charge and spin): 17.4 kcal per mole
HOMO-LUMO gap: 6.120 eV
Net charge: -2
HOMO energy: -2.41 eV
Energy: -3905.393269 hartree
Strongest force on any atom: 2.96 eV/Å